Here is C29H29BGeN8NaO as an isolated structure from the Open Molecules 2025 dataset. Energies are from ωB97M-V/def2-TZVPD.

As for the energy above the lowest of the compared OMol25 structures with the same formula, charge and spin: 0.000 eV. Its HOMO-LUMO gap is 8.32 eV. As for the total charge: +1.

```
70
Properties=species:S:1:pos:R:3:forces:R:3:lowdin_charge:R:1
Na -0.968 -2.410 -0.763 -0.22 -0.11 -0.02 0.3955
C -3.011 1.038 -3.142 0.05 0.04 -0.01 -0.0389
C -2.106 -0.030 -3.132 -0.03 -0.04 -0.01 -0.1372
N -1.852 -0.433 -1.892 0.04 -0.03 0.06 0.0281
N -2.568 0.386 -1.084 0.05 0.04 -0.01 -0.0095
C -3.276 1.271 -1.813 -0.06 -0.04 0.01 -0.0663
B -2.780 0.000 0.373 0.03 -0.01 0.01 -0.6795
N -3.665 -1.264 0.437 -0.01 0.00 -0.02 -0.0094
C -5.010 -1.338 0.332 0.00 0.00 0.00 -0.0660
C -5.359 -2.654 0.142 0.01 0.00 0.01 -0.0389
C -4.133 -3.331 0.120 0.00 0.00 -0.03 -0.1308
N -3.116 -2.496 0.278 0.04 0.01 0.04 0.0289
N -1.403 -0.422 1.071 0.02 0.02 0.01 0.0608
C -1.438 -1.031 2.257 -0.01 0.00 -0.01 -0.0332
C -0.171 -1.463 2.610 0.01 0.00 0.01 0.0106
C 0.625 -1.065 1.558 0.01 0.01 -0.01 -0.0908
N -0.111 -0.437 0.616 0.04 0.02 0.00 -0.0571
N -3.381 1.132 1.173 0.14 -0.04 0.12 -0.0184
C -4.211 1.100 2.249 -0.09 0.02 -0.07 -0.0875
C -4.252 2.359 2.789 -0.02 -0.01 -0.01 -0.0495
C -3.377 3.109 1.981 0.12 -0.03 0.09 -0.1370
N -2.831 2.364 1.038 -0.18 0.07 -0.16 0.0721
H -3.402 1.568 -3.993 0.01 0.01 0.00 0.1042
H -1.629 -0.515 -3.970 0.00 0.00 0.00 0.1124
H -3.899 2.007 -1.333 0.00 0.00 0.00 0.1289
H -5.623 -0.454 0.390 0.00 0.01 0.01 0.1287
H -6.349 -3.063 0.040 0.00 0.00 0.00 0.1014
H -3.950 -4.387 -0.005 0.00 0.00 0.00 0.1085
H -2.377 -1.150 2.770 0.01 0.00 0.00 0.1418
H 0.125 -1.981 3.503 0.00 0.00 0.00 0.1164
H 1.691 -1.163 1.440 0.01 0.00 -0.01 0.1057
H -4.719 0.198 2.546 -0.02 -0.01 -0.01 0.1171
H -4.832 2.691 3.632 0.00 0.00 0.00 0.0979
H -3.118 4.153 2.058 0.01 0.00 0.01 0.1061
O 0.379 -4.228 -0.549 0.03 0.01 -0.02 -0.0369
H 1.171 -4.437 -1.056 0.00 0.00 0.00 0.0722
H 0.238 -4.979 0.037 0.00 0.00 0.00 0.0755
C -0.213 2.303 -1.165 -0.01 -0.01 -0.01 -0.1675
Ge 0.890 0.834 -0.590 0.00 0.01 0.01 1.0610
C 1.700 -0.189 -2.041 -0.01 0.02 -0.01 -0.2673
C 2.969 0.270 -2.409 0.00 -0.01 0.00 -0.1153
C 3.661 -0.302 -3.467 0.00 0.01 0.00 -0.0576
C 3.103 -1.356 -4.172 0.00 0.00 -0.01 -0.0657
C 1.838 -1.815 -3.832 0.01 0.00 0.00 -0.0712
C 1.140 -1.227 -2.785 -0.01 -0.02 -0.02 -0.1157
C 2.212 1.487 0.689 0.00 0.00 0.01 -0.2155
C 1.883 2.701 1.244 0.01 0.01 0.01 -0.0931
C 2.700 3.330 2.208 -0.01 -0.01 -0.01 -0.0562
C 3.852 2.729 2.608 0.00 0.00 0.00 -0.0158
C 4.238 1.474 2.076 0.01 0.00 0.01 -0.1562
C 5.432 0.847 2.511 0.00 0.00 0.00 -0.0225
C 5.809 -0.368 2.021 0.00 0.00 0.00 -0.0662
C 4.998 -1.013 1.064 0.01 0.00 0.00 -0.0610
C 3.844 -0.428 0.623 -0.01 -0.01 -0.01 -0.0784
C 3.419 0.836 1.109 0.00 0.01 0.00 -0.1798
H 0.469 3.130 -1.369 0.01 0.00 0.00 0.0472
H -0.938 2.599 -0.408 -0.01 -0.01 -0.01 0.0099
H -0.730 2.044 -2.085 -0.02 0.00 -0.01 0.0171
H 3.436 1.077 -1.856 0.00 0.00 0.00 0.1080
H 4.640 0.074 -3.733 0.00 0.00 0.00 0.1137
H 3.643 -1.809 -4.993 0.00 0.00 0.00 0.1115
H 1.382 -2.616 -4.399 0.00 0.00 0.00 0.1097
H 0.123 -1.553 -2.613 0.05 0.06 0.05 0.0555
H 0.972 3.206 0.947 0.00 0.00 0.00 0.0909
H 2.403 4.286 2.618 0.00 0.00 0.00 0.1111
H 4.493 3.199 3.345 0.00 0.00 0.00 0.1201
H 6.043 1.356 3.247 0.00 0.00 0.00 0.1181
H 6.722 -0.837 2.359 0.00 0.00 0.00 0.1091
H 5.298 -1.976 0.670 0.00 0.00 0.00 0.1084
H 3.255 -0.938 -0.127 0.00 0.00 0.00 0.0875
```
Forces are in eV/Å.